No. 1
ORCA calculation (wB97M-V/def2-TZVPD) on a cluster of 2 separate species, C5H10O2S in total.

```
18
Properties=species:S:1:pos:R:3
O -2.014 0.283 1.417
C -2.220 1.125 0.365
O -3.135 1.907 0.356
C -1.260 0.946 -0.713
C -0.223 -0.005 -0.664
C -0.636 -1.440 -1.081
S 2.449 -0.928 -0.266
C 3.983 -0.588 0.608
H -2.730 0.513 2.041
H -1.432 1.570 -1.579
H 0.232 -2.079 -1.057
H 0.703 0.316 -1.183
H 0.018 -0.114 0.415
H -1.081 -1.442 -2.075
H -1.361 -1.827 -0.369
H 4.175 -1.442 1.258
H 4.007 0.313 1.222
H 4.794 -0.541 -0.114
```

The largest force on an atom is 0.97 eV/Å. For the HOMO energy, the calculation gives -7.438 eV. The calculation puts the energy above the lowest of the compared OMol25 structures with the same formula, charge and spin at 4.581 eV. The calculation puts the HOMO-LUMO gap at 4.156 eV. Its LUMO energy is -3.2813 eV.

***

No. 2
ORCA calculation (wB97M-V/def2-TZVPD) on a structure of composition C27H46Cl3O2PTi.

```
80
Properties=species:S:1:pos:R:3
Ti 0.775 0.012 0.275
Cl 2.387 -0.480 1.735
P 0.162 0.543 -2.188
C -2.093 -0.105 0.134
H -3.172 -0.440 -0.072
H -2.053 1.012 -0.061
C 1.976 0.794 -2.483
C -0.714 2.168 -2.348
C 2.420 0.951 -3.947
H 2.197 1.742 -1.955
C 3.908 1.322 -4.001
H 2.289 0.003 -4.492
H 1.831 1.712 -4.473
C 4.812 0.353 -3.221
H 4.237 1.381 -5.043
H 4.024 2.330 -3.567
C 4.277 0.005 -1.825
H 4.893 -0.584 -3.802
H 5.817 0.772 -3.133
C 2.774 -0.339 -1.831
H 4.842 -0.821 -1.382
H 4.410 0.881 -1.167
H 2.630 -1.278 -2.400
H 2.475 -0.534 -0.765
C -0.502 -0.491 -3.571
C -2.204 2.016 -2.655
H -0.650 2.582 -1.326
C -2.900 3.367 -2.449
H -2.359 1.672 -3.686
H -2.663 1.253 -2.009
C -2.255 4.468 -3.306
H -3.967 3.269 -2.693
H -2.821 3.647 -1.386
C -0.732 4.560 -3.120
H -2.475 4.271 -4.366
H -2.709 5.438 -3.053
C -0.022 3.202 -3.233
H -0.307 5.261 -3.854
H -0.530 4.960 -2.113
H -0.024 2.878 -4.284
H 1.031 3.332 -2.941
C 0.200 -1.849 -3.747
H -1.537 -0.656 -3.215
C -0.568 -2.732 -4.749
H 1.224 -1.697 -4.119
H 0.307 -2.385 -2.792
C -0.841 -2.040 -6.092
H 0.000 -3.659 -4.917
H -1.528 -3.016 -4.304
C -1.393 -0.618 -5.932
H 0.090 -1.994 -6.665
H -1.551 -2.645 -6.677
C -0.574 0.209 -4.935
H -1.407 -0.108 -6.909
H -2.427 -0.680 -5.572
H 0.433 0.338 -5.346
H -1.004 1.214 -4.860
C -0.245 -1.936 0.026
C -1.749 -1.787 -0.207
H 0.402 -1.562 -0.844
C -2.629 -2.681 0.708
H -2.027 -1.805 -1.287
C -1.922 -3.077 2.016
H -3.584 -2.176 0.958
H -2.940 -3.596 0.176
C -0.674 -3.827 1.732
H -1.784 -2.210 2.673
H -2.621 -3.666 2.620
C 0.366 -2.968 0.892
H -0.220 -4.133 2.677
H -0.851 -4.801 1.248
H 1.130 -2.547 1.587
H 0.975 -3.691 0.300
Cl 0.732 2.184 0.385
C -1.723 2.042 2.565
Cl -2.733 2.953 1.523
C -1.502 0.679 2.574
O -1.165 0.028 3.570
O -1.414 -0.170 1.394
H -0.927 2.716 2.968
```

The largest force on an atom is 3.74 eV/Å. For the HOMO energy (alpha / beta), the calculation gives -6.789 / -5.466 eV. The calculation puts the HOMO-LUMO gap (alpha / beta) at 6.202 / 3.579 eV. Its LUMO energy (alpha / beta) is -0.5872 / -1.8877 eV.

***

No. 3
ORCA calculation (wB97M-V/def2-TZVPD) on a cluster of 2 separate species, C9H16N4O4S in total.

```
34
Properties=species:S:1:pos:R:3
N 1.594 3.543 -0.612
C 1.956 2.183 -0.252
C 0.834 1.523 0.559
C 0.549 2.295 1.816
C -0.628 2.409 2.502
N -0.347 3.202 3.591
C 0.965 3.539 3.512
N 1.538 3.011 2.458
C 2.280 1.417 -1.517
O 2.557 1.922 -2.580
O 2.291 0.081 -1.336
H 1.750 4.140 0.193
H 2.194 3.858 -1.368
H 2.872 2.126 0.361
H -0.072 1.477 -0.057
H 1.124 0.495 0.804
H -1.616 2.009 2.318
H -0.998 3.496 4.302
H 1.448 4.171 4.244
H 2.555 -0.298 -2.190
N -2.198 -1.508 -1.464
C -1.694 -2.560 -0.595
C -1.850 -3.923 -1.262
S -3.584 -4.400 -1.524
C -0.224 -2.306 -0.302
O 0.657 -3.130 -0.334
O -0.007 -1.025 0.054
H -3.184 -1.675 -1.643
H -2.113 -0.607 -1.004
H -2.191 -2.595 0.394
H -1.328 -4.693 -0.690
H -1.398 -3.882 -2.257
H -3.879 -4.642 -0.237
H 0.945 -0.947 0.225
```

The largest force on an atom is 1.06 eV/Å. For the HOMO energy, the calculation gives -8.988 eV. The calculation puts the energy above the lowest of the compared OMol25 structures with the same formula, charge and spin at 0.000 eV. The calculation puts the HOMO-LUMO gap at 9.511 eV. The SMILES is N[C@@H](Cc1c[nH]cn1)C(=O)O.N[C@@H](CS)C(=O)O. Its LUMO energy is 0.5235 eV.

***

No. 4
ORCA calculation (wB97M-V/def2-TZVPD) on a structure of composition C20H20BrClF2N10S2Sm.

```
57
Properties=species:S:1:pos:R:3
Sm -0.877 -0.144 0.029
C 0.536 -3.612 4.635
S 1.632 -2.200 4.242
C 0.823 -1.365 3.001
S -0.826 -1.599 2.617
N 1.673 -0.527 2.413
N 1.194 0.343 1.480
C 1.999 1.312 1.107
C 1.544 2.282 0.077
C 2.266 3.421 -0.098
C 1.796 4.376 -0.986
C 0.601 4.107 -1.655
C -0.027 2.901 -1.491
N 0.497 1.946 -0.635
H 0.263 -4.165 3.762
H -0.338 -3.296 5.304
H 1.107 -4.173 5.313
H 2.979 1.367 1.626
H 3.268 3.646 0.309
H 2.349 5.235 -1.232
H 0.191 4.829 -2.325
H -0.857 2.684 -2.108
Cl -4.945 4.323 0.726
C -3.784 3.359 1.535
C -3.353 3.650 2.833
C -2.419 2.792 3.344
C -1.887 1.752 2.640
N -2.228 1.568 1.359
C -3.173 2.317 0.864
H -3.673 4.544 3.351
H -2.041 2.830 4.365
H -1.128 1.043 3.045
H -3.458 2.070 -0.107
N 3.306 -0.759 -4.044
N 1.936 -0.747 -3.661
N 0.957 -0.364 -4.503
C -0.083 -0.238 -3.709
N 0.250 -0.539 -2.448
N 1.526 -0.801 -2.438
H 3.760 -1.417 -3.385
H 3.678 0.138 -3.775
H -1.059 0.104 -3.907
F -2.720 -1.041 -2.724
C -2.909 -0.499 -1.421
F -2.329 0.902 -1.586
H -4.018 -0.396 -1.350
Br 3.754 -4.133 -0.164
C 1.872 -3.894 -0.608
C 1.161 -4.839 -1.346
C -0.189 -4.545 -1.596
C -0.701 -3.355 -1.190
N -0.020 -2.474 -0.435
C 1.263 -2.724 -0.148
H 1.668 -5.716 -1.788
H -0.842 -5.222 -2.147
H -1.694 -2.974 -1.540
H 1.731 -2.083 0.572
```

The largest force on an atom is 3.22 eV/Å. For the HOMO energy (alpha / beta), the calculation gives -10.610 / -10.615 eV. The calculation puts the energy above the lowest of the compared OMol25 structures with the same formula, charge and spin at 0.005 eV. The multiplicity is 6. The calculation puts the HOMO-LUMO gap (alpha / beta) at 7.019 / 7.058 eV. Its LUMO energy (alpha / beta) is -3.5905 / -3.5567 eV. Its total charge is +1.

***

No. 5
ORCA calculation (wB97M-V/def2-TZVPD) on the molecule C4H7N2O3P.

```
17
Properties=species:S:1:pos:R:3
C 0.341 0.674 0.813
C -0.101 0.503 -1.582
C 0.770 2.015 1.357
C -1.143 -1.996 -0.346
N 1.445 -0.165 -3.290
N 0.718 0.123 -2.378
O -2.841 0.096 -1.175
O 0.997 -0.333 0.695
O -1.049 0.679 0.689
P -1.464 -0.167 -0.661
H -0.034 2.789 1.153
H 1.006 1.795 2.432
H 1.737 2.259 0.917
H -1.749 -2.314 0.470
H -1.440 -2.485 -1.203
H -0.159 -2.180 -0.166
H 2.451 -0.411 -3.116
```

The largest force on an atom is 3.58 eV/Å. For the HOMO energy, the calculation gives -9.491 eV. The calculation puts the energy above the lowest of the compared OMol25 structures with the same formula, charge and spin at 1.862 eV. The calculation puts the HOMO-LUMO gap at 9.655 eV. Its LUMO energy is 0.1641 eV.

***

No. 6
ORCA calculation (wB97M-V/def2-TZVPD) on a structure of composition C3H3HgLiO2.

```
10
Properties=species:S:1:pos:R:3
O -0.869 2.302 0.191
C -1.151 1.295 -0.258
C -1.622 -0.023 -0.725
H -2.019 -0.441 0.207
H -2.404 -0.549 -1.271
H -0.964 -0.167 -1.591
O 2.328 -1.211 0.593
C 1.840 -1.852 -0.212
Li 2.029 -0.537 2.609
Hg 2.832 1.184 0.457
```

The largest force on an atom is 4.71 eV/Å. For the HOMO energy (alpha / beta), the calculation gives -8.745 / -13.470 eV. The calculation puts the energy above the lowest of the compared OMol25 structures with the same formula, charge and spin at 3.367 eV. The multiplicity is 2. The calculation puts the HOMO-LUMO gap (alpha / beta) at 3.861 / 8.487 eV. Its LUMO energy (alpha / beta) is -4.8837 / -4.9824 eV. Its total charge is +1.